Entry 1:
Density functional theory data (wB97M-V/def2-TZVPD) for C9H20F8N5Na2O16S8 as an isolated structure at a distorted geometry.

The geometry in XYZ format:
```
68
Properties=species:S:1:pos:R:3:lowdin_charge:R:1
Na 0.1554 1.3543 1.7433 0.331
Na -0.6949 0.1375 4.1004 0.583
C -3.1495 0.5862 -0.5954 -0.089
C -1.7596 0.4065 -1.0887 -0.203
C -1.5307 -0.8775 -1.9911 -0.053
N -0.0948 -0.9396 -2.6532 -0.202
C 0.0405 -2.2420 -3.5405 -0.065
C 1.5316 -2.4338 -4.0550 -0.156
C 2.5078 -2.4960 -2.9053 -0.218
C 2.4197 -1.3192 -1.9477 -0.128
C 0.9543 -1.0550 -1.5132 -0.082
C 0.0662 0.2759 -3.6652 0.053
H -3.3074 0.9276 0.4277 0.063
H -3.7039 -0.3518 -0.5691 0.069
H -3.7304 1.1691 -1.3102 0.091
H -1.1372 0.4120 -0.1939 0.084
H -1.5575 1.2830 -1.7042 0.094
H -2.1698 -0.9364 -2.8721 0.128
H -1.6195 -1.8161 -1.4440 0.093
H -0.2260 -3.0286 -2.8346 0.123
H -0.5186 -2.1875 -4.4746 0.121
H 1.5741 -3.3688 -4.6137 0.116
H 1.7577 -1.6006 -4.7205 0.104
H 2.5306 -3.4019 -2.2996 0.118
H 3.4653 -2.7028 -3.3833 0.112
H 3.0266 -1.3988 -1.0457 0.125
H 2.7491 -0.5119 -2.6019 0.100
H 0.4551 -1.8486 -0.9572 0.119
H 0.9276 -0.1557 -0.8979 0.086
H 1.0807 0.3550 -4.0556 0.089
H 0.1453 1.1212 -2.9815 0.055
H -0.7789 0.2742 -4.3536 0.109
N -1.4181 2.4090 2.9121 -0.319
S -0.9644 3.8273 3.4150 0.490
O -0.6213 3.9473 4.8300 -0.276
O -1.3332 5.0129 2.6497 -0.244
F 0.5721 3.7782 2.9561 -0.195
S -3.0945 2.7140 3.0827 0.599
O -3.8243 2.9247 1.8413 -0.259
O -3.5791 3.5273 4.2157 -0.266
F -3.5760 1.2721 3.5051 -0.171
N -2.3880 -2.9633 0.6044 -0.216
S -2.7052 -2.4959 1.9286 0.318
O -1.8938 -1.4046 2.4299 -0.313
O -3.3268 -3.4177 2.8692 -0.259
F -4.0559 -1.7963 1.5599 -0.177
S -1.2526 -4.0556 1.3008 0.625
O -1.6835 -5.3575 1.7349 -0.255
O -0.0813 -3.4573 2.0377 -0.297
F -0.6293 -4.4449 -0.1289 -0.218
N 1.5759 0.1183 3.3408 -0.323
S 3.0005 0.7599 4.0661 0.671
O 3.8104 1.7123 3.2408 -0.269
O 3.6835 -0.1730 4.9763 -0.268
F 2.2952 1.7873 5.1478 -0.211
S 2.3482 -1.0375 2.6581 0.495
O 2.2792 -2.3383 3.2773 -0.251
O 3.6278 -0.8840 1.9140 -0.275
F 1.2679 -1.1522 1.4315 -0.220
N 0.8803 2.4215 -0.2535 -0.271
S 2.4049 2.5219 -1.0650 0.637
O 3.3750 3.6071 -0.7520 -0.255
O 2.5636 1.9655 -2.3981 -0.290
F 3.0548 1.2716 -0.2383 -0.212
S 0.4133 3.6992 -0.9696 0.464
O 0.1432 3.5022 -2.3931 -0.288
O 0.8313 4.9782 -0.5121 -0.226
F -1.1084 3.5909 -0.2184 -0.243
```

## Properties
HOMO energy   -8.57 eV
Net charge   -1
Lowest unoccupied orbital energy   1.430 eV
Relative energy (zero: lowest compared OMol25 entry of this formula, charge and spin)   0.384 eV

---

Entry 2:
Density functional theory data (wB97M-V/def2-TZVPD) for C5H7N as an isolated structure.

The geometry in XYZ format:
```
13
Properties=species:S:1:pos:R:3:lowdin_charge:R:1
C -1.6093 0.0649 0.0134 -0.139
C -0.3765 -0.6743 0.4657 -0.280
C 0.3987 -0.3092 -0.8126 -0.230
C 1.5685 0.1165 0.0391 -0.162
N 0.4867 0.4649 1.0224 0.022
C -0.4947 0.9612 -0.5741 0.000
H -2.1610 -0.4632 -0.7715 0.111
H -2.2919 0.4966 0.7506 0.101
H -0.3289 -1.6087 1.0457 0.129
H 0.3865 -0.8366 -1.7716 0.127
H 2.1641 0.9769 -0.2856 0.110
H 2.2138 -0.6748 0.4348 0.109
H 0.0441 1.4859 0.4436 0.102
```

## Properties
HOMO energy   -8.15 eV
Lowest unoccupied orbital energy   0.871 eV
Relative energy (zero: lowest compared OMol25 entry of this formula, charge and spin)   6.707 eV

---

Entry 3:
Density functional theory data (wB97M-V/def2-TZVPD) for a 2-piece molecular cluster, C4H11NO overall at a distorted geometry.

The geometry in XYZ format:
```
17
Properties=species:S:1:pos:R:3:lowdin_charge:R:1
C 2.3165 -0.5353 1.0347 -0.017
C 1.2415 0.5393 0.9774 -0.600
N 0.9745 0.9179 -0.3134 0.145
O 0.7012 1.0303 1.9351 0.055
H 2.3224 -1.2942 0.2604 0.071
H 2.3142 -1.0099 2.0184 0.080
H 3.2769 -0.0103 1.0888 0.086
H 0.1761 1.5114 -0.4504 0.092
H 1.2277 0.3602 -1.0976 0.087
C -2.1696 -1.3670 -1.9797 -0.190
C -2.5995 -0.2275 -1.1054 -0.180
H -2.8815 -2.2108 -1.9727 0.065
H -1.9369 -1.1864 -3.0287 0.062
H -1.3715 -1.9442 -1.4644 0.064
H -2.9153 0.5664 -1.8165 0.070
H -1.8917 0.3342 -0.4940 0.040
H -3.4735 -0.4720 -0.4898 0.070
```

## Properties
HOMO energy   -9.94 eV
Lowest unoccupied orbital energy   0.788 eV
Relative energy (zero: lowest compared OMol25 entry of this formula, charge and spin)   0.543 eV

---

Entry 4:
Density functional theory data (wB97M-V/def2-TZVPD) for a 2-piece molecular cluster, C6H13NO3 overall at a distorted geometry.

The geometry in XYZ format:
```
23
Properties=species:S:1:pos:R:3:lowdin_charge:R:1
C 0.7495 -1.4760 -4.1811 -0.043
C 0.7929 -2.3322 -2.9470 -0.314
O 1.6553 -1.9346 -1.8792 -0.015
C 0.2451 -1.9392 -1.6454 -0.280
C -0.4250 -0.6201 -1.3649 -0.152
C -0.1947 -0.1666 0.0763 -0.268
N -0.7729 1.1304 0.4090 -0.008
H 0.9663 -0.4240 -3.9606 0.078
H 1.4817 -1.8356 -4.9176 0.081
H -0.2497 -1.5403 -4.6365 0.087
H 0.8318 -3.4096 -3.1465 0.140
H -0.0772 -2.7542 -0.9846 0.149
H -0.0606 0.1505 -2.0584 0.112
H -1.5072 -0.7364 -1.5410 0.126
H -0.6141 -0.9154 0.7657 0.125
H 0.8846 -0.1185 0.2841 0.125
H -0.4246 1.8559 -0.2133 0.085
H -1.7877 1.1103 0.3305 0.092
O -0.8254 1.0245 3.5381 0.032
C -0.3972 1.9348 2.8520 -0.441
O -1.0538 3.1101 2.8202 0.055
H 0.6848 2.0421 2.6377 0.133
H -0.4816 3.8152 2.4921 0.102
```

## Properties
HOMO energy   -9.51 eV
Lowest unoccupied orbital energy   0.641 eV
Relative energy (zero: lowest compared OMol25 entry of this formula, charge and spin)   2.615 eV

---

Entry 5:
Density functional theory data (wB97M-V/def2-TZVPD) for one molecule with the formula C16H17FN2O2S at a distorted geometry.

The geometry in XYZ format:
```
39
Properties=species:S:1:pos:R:3:lowdin_charge:R:1
C 0.8030 3.5923 -1.1328 -0.057
C 0.8596 2.9133 0.2288 -0.214
O 0.7264 1.5037 0.1029 -0.022
C -0.5136 0.9837 0.2022 -0.420
O -1.4948 1.6718 0.4042 0.087
C -0.5131 -0.4626 0.0317 -0.106
C 0.6530 -1.2893 -0.0889 -0.251
C 2.0445 -0.8170 -0.0008 -0.201
C 2.8727 -0.8663 -1.1155 -0.015
C 4.1833 -0.4302 -1.0398 -0.005
C 4.6542 0.0462 0.1686 -0.278
F 5.9334 0.4789 0.2506 0.048
C 3.8574 0.0915 1.2984 -0.003
C 2.5502 -0.3452 1.2068 -0.020
C 0.3477 -2.5966 -0.2694 -0.359
S -1.3556 -2.8986 -0.2631 1.053
C -1.6881 -1.2034 -0.0413 -0.524
N -2.9568 -0.8261 0.1566 0.044
C -3.5631 0.1522 -0.4082 -0.179
N -4.7588 0.5661 -0.0003 -0.198
C -5.4442 1.6641 -0.6241 -0.052
C -5.3556 0.0361 1.1992 -0.041
H 0.9708 4.6596 -1.0186 0.076
H -0.1728 3.4344 -1.5861 0.075
H 1.5667 3.1781 -1.7868 0.077
H 1.8322 3.0701 0.7020 0.124
H 0.0616 3.2913 0.8771 0.119
H 2.4829 -1.2386 -2.0511 0.121
H 4.8353 -0.4542 -1.8989 0.116
H 4.2635 0.4632 2.2263 0.117
H 1.9107 -0.3174 2.0761 0.128
H 1.0263 -3.4187 -0.3782 0.074
H -3.1792 0.6523 -1.3001 0.151
H -4.9143 1.9784 -1.5203 0.088
H -5.5061 2.5148 0.0606 0.093
H -6.4598 1.3653 -0.8973 0.090
H -5.3711 0.7932 1.9869 0.095
H -4.7627 -0.8135 1.5278 0.080
H -6.3794 -0.2840 0.9958 0.091
```

## Properties
HOMO energy   -7.64 eV
Lowest unoccupied orbital energy   0.706 eV
Relative energy (zero: lowest compared OMol25 entry of this formula, charge and spin)   0.000 eV

---

Entry 6:
Density functional theory data (wB97M-V/def2-TZVPD) for a 6-piece molecular cluster, C30H50B2N2O22PS overall at a distorted geometry.

The geometry in XYZ format:
```
108
Properties=species:S:1:pos:R:3:lowdin_charge:R:1
C -0.0189 -2.1417 -0.4490 0.030
B 1.0158 -0.9725 -0.4132 -0.429
O 2.3560 -1.3181 -0.5588 0.090
C 0.7685 0.5851 -0.2664 -0.289
O 1.2870 1.1811 0.8778 -0.270
P 1.0991 2.9665 0.6810 0.610
C 2.8300 3.3146 1.4478 -0.376
C 3.8802 2.4162 0.7990 -0.509
S 4.5568 3.1697 -0.7210 0.999
C 4.3578 1.8983 -1.8613 -0.685
N 4.4643 1.9851 -3.1520 0.039
N 4.1440 0.7179 -3.6501 0.051
C 3.8495 -0.0016 -2.6314 -0.217
O 4.0117 0.6423 -1.4549 -0.020
O -0.4403 2.5866 -0.1599 -0.292
C -0.5738 1.2685 -0.6427 -0.353
C -0.6902 1.1401 -2.1947 -0.037
C -0.7548 2.4751 -2.9310 -0.342
C 0.1175 2.6179 -4.1331 -0.015
O 0.2958 3.3366 -2.7845 -0.056
B -1.8886 0.7159 0.0879 -0.560
O -2.3115 1.2283 1.2863 0.182
O -2.6439 -0.3496 -0.4595 0.110
H -0.7812 -2.0002 0.3212 0.071
H -0.5371 -2.1306 -1.4076 0.054
H 0.4702 -3.1003 -0.2674 0.063
H 2.8200 -0.5353 -0.8876 0.031
H 1.4314 0.9676 -1.0939 0.116
H 0.4333 2.9419 1.9574 0.023
H 0.8117 4.3364 0.4737 -0.004
H 1.7769 2.9216 -0.6049 0.022
H 2.8517 3.1678 2.5288 0.068
H 3.0483 4.3566 1.1966 0.051
H 4.7302 2.2104 1.4527 0.063
H 3.4423 1.4569 0.5291 0.048
H 3.4295 -0.9922 -2.6047 0.122
H -1.6297 0.6432 -2.4520 0.113
H 0.1668 0.6243 -2.6339 0.110
H -1.7416 2.9188 -3.0381 0.119
H 1.1005 2.1574 -4.1972 0.089
H 0.0839 3.4932 -4.7746 0.093
H -3.2580 1.3960 1.3100 0.099
H -3.2938 -0.0992 -1.1190 0.078
C 5.8192 -4.4272 0.3839 -0.022
C 4.3985 -4.8954 0.5506 -0.319
C 3.4031 -3.8336 0.9635 -0.072
O 2.4237 -4.6200 1.6731 0.075
C 3.0401 -5.7082 2.1612 -0.571
O 2.5571 -6.4716 2.9428 0.134
O 4.2843 -5.8283 1.6495 0.082
H 6.4860 -5.2741 0.2242 0.084
H 5.8916 -3.7568 -0.4723 0.090
H 6.1575 -3.8999 1.2765 0.090
H 4.0555 -5.4100 -0.3514 0.159
H 2.9530 -3.3045 0.1309 0.112
H 3.8316 -3.1087 1.6588 0.148
C 1.0381 -0.9662 -7.0245 -0.020
C 1.1629 -1.2182 -5.5470 -0.325
C 2.2807 -2.1482 -5.1279 -0.092
O 1.7696 -2.7048 -3.9062 0.055
C 0.4131 -2.6757 -3.9780 -0.548
O -0.3312 -3.2091 -3.2219 0.158
O 0.0205 -1.9382 -5.0441 0.084
H 0.1277 -0.4076 -7.2376 0.087
H 1.8929 -0.3891 -7.3767 0.093
H 0.9892 -1.9077 -7.5742 0.087
H 1.2264 -0.2705 -5.0032 0.141
H 3.2235 -1.6415 -4.9494 0.118
H 2.4322 -2.9592 -5.8451 0.137
C -4.3258 5.4478 2.7854 -0.022
C -2.9483 5.0642 3.2574 -0.323
C -2.4211 5.8555 4.4354 -0.113
O -1.0126 5.7885 4.2404 0.050
C -0.7792 5.6160 2.9042 -0.555
O 0.2936 5.6721 2.4102 0.147
O -1.9479 5.3581 2.2653 0.089
H -4.5611 4.9340 1.8589 0.062
H -5.0794 5.1819 3.5258 0.094
H -4.3799 6.5215 2.5939 0.093
H -2.8981 3.9903 3.4628 0.161
H -2.6839 5.4345 5.4030 0.134
H -2.7348 6.9032 4.3921 0.133
C -4.5701 3.1416 -2.3488 -0.016
C -5.8821 3.5565 -1.7463 -0.324
C -6.3261 4.9722 -2.0528 -0.089
O -7.1131 5.2976 -0.8990 0.064
C -6.6517 4.5523 0.1337 -0.571
O -6.9366 4.7144 1.2745 0.156
O -5.7936 3.6086 -0.3110 0.084
H -4.2608 2.1715 -1.9604 0.081
H -4.6545 3.0699 -3.4335 0.097
H -3.7920 3.8608 -2.0951 0.097
H -6.6732 2.8446 -2.0013 0.158
H -6.9258 5.0617 -2.9545 0.137
H -5.4813 5.6629 -2.1006 0.141
C -0.5078 -6.6833 4.1809 -0.019
C -0.5436 -6.8359 5.6740 -0.319
C 0.5027 -7.7618 6.2569 -0.089
O -0.1386 -8.2302 7.4536 0.056
C -1.4771 -8.1670 7.2553 -0.576
O -2.2882 -8.6473 7.9818 0.151
O -1.7547 -7.4904 6.1218 0.083
H -1.3716 -6.1196 3.8296 0.091
H 0.4003 -6.1634 3.8818 0.068
H -0.5279 -7.6587 3.6928 0.094
H -0.5039 -5.8583 6.1625 0.159
H 1.4396 -7.2698 6.5010 0.139
H 0.6963 -8.6181 5.6074 0.139
```

## Properties
HOMO energy   -4.36 eV
Net charge   -1
Lowest unoccupied orbital energy   1.933 eV
Relative energy (zero: lowest compared OMol25 entry of this formula, charge and spin)   0.000 eV